Run A
The following is a quantum chemistry calculation of a 19-piece molecular cluster, H38O19 overall, from OMol25.

Properties
Gap between HOMO and LUMO in eV: 9.474
Total charge: 0
HOMO energy in eV: -9.72

Last column: natural (NBO) charge in e.
Element x y z (Å)
O: -2.358 1.902 2.839  -0.96
H: -1.898 2.192 1.941  0.50
H: -1.801 2.491 3.229  0.46
O: 1.353 -1.608 -4.670  -0.97
H: 0.567 -1.212 -4.146  0.50
H: 2.139 -1.588 -4.033  0.45
O: -0.188 -2.133 3.899  -0.94
H: -1.151 -1.705 3.790  0.49
H: -0.470 -2.977 3.903  0.44
O: -3.016 2.019 -2.326  -0.93
H: -2.535 1.689 -1.582  0.47
H: -3.830 1.695 -2.291  0.46
O: -1.739 -0.583 -0.736  -0.93
H: -1.470 -0.156 0.017  0.46
H: -2.032 -1.302 -0.371  0.46
O: 2.220 2.385 1.585  -1.04
H: 2.501 1.635 0.959  0.53
H: 2.855 2.659 2.267  0.48
O: 0.398 3.772 -0.523  -0.95
H: 0.921 4.377 -0.004  0.47
H: 1.135 3.026 -0.376  0.49
O: -3.917 -2.472 0.626  -0.94
H: -4.244 -2.961 -0.188  0.47
H: -3.922 -3.197 1.261  0.47
O: 0.356 2.958 -3.005  -0.94
H: 1.232 3.483 -2.826  0.47
H: 0.284 3.031 -3.910  0.46
O: 0.017 -4.108 -1.063  -0.94
H: 0.579 -4.416 -1.817  0.48
H: -0.936 -4.479 -1.221  0.46
O: 0.978 -4.264 2.638  -0.96
H: 0.636 -4.572 1.807  0.46
H: 0.251 -3.394 2.742  0.45
O: -1.284 3.799 1.365  -1.04
H: -1.204 3.467 0.391  0.54
H: -0.734 4.548 1.749  0.51
O: 2.374 -0.004 1.040  -0.96
H: 2.214 -0.756 1.537  0.49
H: 2.978 -0.334 0.324  0.50
O: -0.557 -0.004 2.324  -0.97
H: -0.199 0.914 2.229  0.48
H: -0.730 0.144 3.288  0.49
O: 0.770 -1.896 -0.738  -1.01
H: 0.421 -1.705 0.112  0.49
H: 0.529 -1.468 -1.592  0.51
O: 3.543 -0.445 -3.102  -0.92
H: 4.072 -1.267 -3.248  0.47
H: 2.664 -0.949 -2.700  0.46
O: -0.612 -0.207 -2.810  -0.97
H: -1.587 -0.416 -2.917  0.50
H: -0.587 0.737 -2.901  0.50
O: 4.154 1.197 -0.567  -0.93
H: 3.687 1.731 -1.306  0.47
H: 4.500 1.974 -0.148  0.47
O: -2.533 -0.677 3.330  -0.99
H: -2.646 0.266 3.447  0.51
H: -2.149 -0.837 2.478  0.49

Run B
The following is a quantum chemistry calculation of a 19-piece molecular cluster, H38O19 overall, from OMol25.

Properties
Gap between HOMO and LUMO in eV: 10.618
Total charge: 0
HOMO energy in eV: -10.98

Last column: natural (NBO) charge in e.
Element x y z (Å)
O: -2.454 3.285 0.853  -0.95
H: -1.798 2.997 0.290  0.48
H: -2.421 2.851 1.741  0.47
O: -0.192 1.767 -0.145  -1.03
H: -0.470 0.973 -0.649  0.51
H: 0.806 1.788 -0.310  0.51
O: -3.520 -1.834 2.932  -0.97
H: -3.936 -1.049 3.312  0.51
H: -4.079 -2.071 2.131  0.46
O: 2.319 3.862 -0.308  -1.00
H: 2.110 4.772 -0.434  0.48
H: 3.041 3.698 0.379  0.51
O: 0.097 -3.853 -1.390  -0.97
H: 0.058 -4.305 -2.268  0.48
H: 0.411 -3.016 -1.540  0.48
O: -0.259 3.298 -3.086  -0.94
H: -0.638 2.364 -3.021  0.48
H: -0.364 3.498 -2.191  0.47
O: -0.592 -0.048 1.744  -1.04
H: -0.528 0.809 1.376  0.50
H: -1.582 -0.556 1.530  0.53
O: 0.440 -1.419 -0.256  -1.00
H: 0.601 -0.775 0.436  0.48
H: 0.001 -2.030 0.458  0.50
O: 0.079 -1.969 4.561  -0.95
H: 0.178 -1.405 3.791  0.48
H: -0.419 -2.880 4.239  0.48
O: 3.796 -0.589 0.146  -0.94
H: 3.527 -1.011 -0.678  0.48
H: 3.652 -1.380 0.695  0.47
O: -1.228 -3.103 1.648  -1.00
H: -2.062 -3.136 2.211  0.51
H: -1.337 -3.762 0.903  0.49
O: -2.626 0.609 3.664  -0.96
H: -2.597 1.167 4.336  0.47
H: -1.901 0.771 3.056  0.48
O: 2.420 2.553 -3.261  -0.96
H: 2.574 2.299 -2.411  0.47
H: 1.713 3.263 -3.028  0.50
O: 4.345 2.030 1.887  -0.97
H: 3.439 1.755 1.773  0.49
H: 4.835 1.512 1.382  0.46
O: -1.444 -0.146 -1.690  -0.96
H: -1.091 -0.710 -2.308  0.48
H: -1.577 -0.926 -1.126  0.47
O: -3.536 -3.225 -0.872  -0.94
H: -3.898 -2.538 -0.321  0.46
H: -2.550 -3.257 -0.777  0.48
O: 1.811 0.035 -4.131  -1.01
H: 1.992 1.059 -4.217  0.53
H: 2.434 -0.411 -4.648  0.47
O: -0.774 -1.805 -3.685  -0.97
H: -1.502 -1.427 -4.144  0.48
H: -0.005 -1.198 -3.905  0.51
O: 1.817 1.157 1.709  -0.95
H: 1.787 0.235 1.405  0.49
H: 1.098 1.426 2.213  0.48

Short version: run B is the most stable of them.

Run A
The following is a quantum chemistry calculation of a 19-piece molecular cluster, H38O19 overall, from OMol25.

Properties
Gap between HOMO and LUMO in eV: 8.540
Total charge: 0
HOMO energy in eV: -9.34

Last column: natural (NBO) charge in e.
Element x y z (Å)
O: -17.234 3.201 -23.922  -0.94
H: -16.334 3.277 -23.603  0.48
H: -17.141 3.003 -24.854  0.48
O: -19.012 -4.173 -25.444  -0.97
H: -18.156 -3.743 -25.446  0.49
H: -19.593 -3.547 -25.012  0.47
O: -15.829 -2.767 -16.957  -0.96
H: -14.903 -2.832 -17.190  0.50
H: -15.829 -2.637 -16.008  0.49
O: -17.624 -1.787 -21.803  -1.00
H: -17.426 -1.923 -20.876  0.50
H: -17.831 -0.854 -21.870  0.50
O: -20.257 -0.400 -21.110  -0.98
H: -20.465 -1.334 -21.076  0.50
H: -19.649 -0.316 -21.844  0.49
O: -21.186 -2.687 -24.476  -0.96
H: -22.129 -2.556 -24.378  0.48
H: -20.841 -2.625 -23.585  0.50
O: -15.977 -6.941 -21.447  -0.95
H: -15.448 -7.643 -21.070  0.47
H: -16.551 -6.663 -20.733  0.49
O: -14.514 -5.277 -23.312  -0.96
H: -13.580 -5.375 -23.122  0.46
H: -14.949 -5.836 -22.668  0.49
O: -21.446 -0.586 -26.139  -0.96
H: -22.397 -0.654 -26.058  0.45
H: -21.106 -1.150 -25.444  0.48
O: -17.696 -4.725 -17.212  -0.96
H: -18.618 -4.486 -17.116  0.47
H: -17.221 -3.903 -17.088  0.47
O: -17.789 1.104 -22.277  -1.02
H: -17.766 1.758 -21.579  0.50
H: -17.821 1.616 -23.085  0.50
O: -21.273 1.423 -19.506  -0.97
H: -20.945 0.835 -20.187  0.50
H: -21.328 0.876 -18.723  0.44
O: -17.643 3.040 -20.346  -0.96
H: -17.393 2.500 -19.596  0.49
H: -18.398 3.542 -20.040  0.49
O: -17.175 1.315 -18.108  -0.95
H: -16.293 1.288 -17.737  0.49
H: -17.742 1.521 -17.364  0.49
O: -21.237 -4.767 -19.246  -0.97
H: -20.884 -3.890 -19.098  0.49
H: -21.496 -5.072 -18.377  0.48
O: -20.476 -3.206 -21.486  -0.99
H: -19.531 -3.076 -21.570  0.50
H: -20.566 -4.092 -21.136  0.51
O: -17.604 -1.341 -18.862  -0.99
H: -17.481 -0.396 -18.780  0.50
H: -17.167 -1.708 -18.094  0.49
O: -20.252 -1.967 -18.041  -0.98
H: -19.553 -1.644 -18.610  0.50
H: -20.660 -1.176 -17.689  0.47
O: -16.763 -2.846 -24.500  -0.97
H: -16.032 -3.341 -24.130  0.49
H: -17.022 -2.244 -23.802  0.49

Run B
The following is a quantum chemistry calculation of a 19-piece molecular cluster, H38O19 overall, from OMol25.

Properties
Gap between HOMO and LUMO in eV: 10.242
Total charge: 0
HOMO energy in eV: -10.47

Last column: natural (NBO) charge in e.
Element x y z (Å)
O: -1.392 -0.613 4.176  -0.95
H: -1.436 -0.044 3.418  0.47
H: -1.374 -1.536 3.934  0.48
O: 4.300 -0.533 2.087  -0.94
H: 4.710 -0.715 1.234  0.46
H: 4.495 0.403 2.218  0.48
O: -2.583 2.582 1.966  -0.96
H: -3.010 2.547 2.812  0.48
H: -3.185 2.967 1.331  0.48
O: -2.145 -4.053 1.669  -0.93
H: -1.235 -3.715 1.686  0.45
H: -2.598 -3.198 1.722  0.47
O: -1.026 -1.827 -0.292  -0.97
H: -0.275 -1.251 -0.091  0.49
H: -1.731 -1.163 -0.303  0.52
O: -1.188 4.474 -1.516  -0.96
H: -1.072 4.254 -2.440  0.49
H: -1.757 3.873 -1.028  0.49
O: -3.515 1.358 -1.436  -0.97
H: -2.753 0.801 -1.456  0.49
H: -3.747 1.546 -2.346  0.47
O: 0.190 -4.004 0.234  -1.02
H: -0.174 -4.841 0.099  0.48
H: -0.420 -3.233 0.187  0.51
O: -1.439 -3.205 -3.569  -0.95
H: -0.850 -2.581 -3.101  0.48
H: -1.007 -4.005 -3.240  0.45
O: 0.521 2.244 2.557  -0.96
H: -0.140 1.553 2.509  0.48
H: 1.224 2.026 3.172  0.48
O: 5.015 0.651 -1.349  -0.94
H: 5.303 -0.227 -1.352  0.46
H: 4.120 0.709 -1.691  0.48
O: -4.157 -0.915 0.263  -0.93
H: -4.979 -0.650 -0.187  0.48
H: -4.286 -1.830 -0.036  0.46
O: 0.536 4.526 0.530  -1.00
H: -0.133 4.426 -0.151  0.50
H: 0.987 3.770 0.898  0.48
O: -0.741 0.689 -0.984  -0.99
H: -0.693 1.127 -0.132  0.47
H: -0.084 1.209 -1.456  0.50
O: 1.005 -1.903 -2.681  -1.00
H: 0.952 -2.536 -1.960  0.50
H: 1.364 -2.087 -3.542  0.50
O: 2.816 2.899 -0.907  -0.98
H: 2.533 2.123 -0.444  0.47
H: 2.457 3.698 -0.520  0.50
O: 1.848 -0.583 -0.039  -0.94
H: 1.435 -1.382 -0.378  0.46
H: 2.667 -0.935 0.282  0.48
O: 1.018 1.922 -2.489  -0.96
H: 1.564 2.568 -2.939  0.50
H: 1.575 1.148 -2.364  0.48
O: 0.676 -2.513 2.377  -0.96
H: 1.522 -2.638 2.813  0.48
H: 0.289 -3.375 2.245  0.47

Short version: run A is the most stable of them.

Run A
The following is a quantum chemistry calculation of a 2-piece molecular cluster, C3H9N2O overall, from OMol25.

Properties
Gap between HOMO and LUMO (spin up / spin down) in eV: 7.899 / 7.900
Total charge: +1
HOMO energy (spin up / spin down) in eV: -12.96 / -12.96

Last column: natural (NBO) charge in e.
Element x y z (Å)
C: -1.894 -0.258 -0.292  0.25
C: 1.614 1.257 -0.209  -0.50
C: 0.668 -1.604 0.014  -0.47
N: 0.464 0.685 0.579  -0.21
N: 0.018 -0.501 0.604  0.01
O: -2.592 0.783 -0.022  -0.64
H: -2.517 -1.118 -0.137  0.11
H: 2.341 0.414 -0.627  0.25
H: 1.085 1.611 -1.174  0.25
H: 2.203 2.084 0.278  0.27
H: 0.517 -1.410 -0.988  0.24
H: 0.151 -2.619 0.256  0.26
H: 1.662 -1.506 0.374  0.24
H: -0.110 1.349 1.153  0.42
H: -3.611 0.835 0.192  0.53

Run B
The following is a quantum chemistry calculation of an isolated ion of composition C3H9N2O and charge +1, from OMol25.

Properties
SMILES: CNC(=O)C[NH3+]
Gap between HOMO and LUMO in eV: 10.755
Total charge: +1
HOMO energy in eV: -14.49

Last column: natural (NBO) charge in e.
Element x y z (Å)
C: -1.057 -0.219 -2.141  -0.43
N: -0.571 0.716 -1.154  -0.55
C: 0.101 0.459 -0.005  0.64
O: 0.237 1.375 0.870  -0.62
C: 0.706 -0.930 0.347  -0.30
N: 0.693 -0.953 1.902  -0.77
H: -2.066 -0.313 -2.253  0.23
H: -0.695 -0.145 -3.208  0.24
H: -0.884 -1.300 -1.832  0.20
H: -0.967 1.674 -1.146  0.44
H: -0.044 -1.681 0.044  0.24
H: 1.766 -1.299 0.076  0.29
H: 0.693 0.153 2.001  0.48
H: -0.334 -0.958 2.231  0.44
H: 1.280 -1.324 2.695  0.48

Run C
The following is a quantum chemistry calculation of C3H9N2O as an isolated structure, from OMol25.

Properties
Gap between HOMO and LUMO (spin up / spin down) in eV: 8.711 / 8.710
Total charge: +1
HOMO energy (spin up / spin down) in eV: -13.53 / -13.53

Last column: natural (NBO) charge in e.
Element x y z (Å)
C: 1.173 -0.161 1.222  -0.65
C: -1.792 -0.130 -0.106  -0.50
C: 0.789 -0.263 -0.239  -0.04
N: 1.431 1.338 -0.982  0.22
N: -0.546 -0.338 -0.914  -0.55
O: 1.859 2.074 -0.202  -0.14
H: 1.087 0.772 1.600  0.23
H: 0.609 -0.896 1.817  0.25
H: 2.254 -0.414 1.198  0.26
H: -2.724 0.051 -0.763  0.26
H: -2.122 -0.933 0.669  0.26
H: -1.925 0.769 0.472  0.25
H: 1.279 -1.080 -0.770  0.21
H: -0.565 0.502 -1.617  0.46
H: -0.807 -1.291 -1.382  0.47

Short version: run B is the most stable of them.